(1)
# C12H18N5O3S

The ion C12H18N5O3S with charge -1 in a non-equilibrium geometry (wB97M-V/def2-TZVPD, OMol25).

Structure (XYZ):
```
39
Properties=species:S:1:pos:R:3:forces:R:3
C -2.585 1.877 2.750 -0.042 -0.327 -1.441
N -1.766 0.984 1.935 1.261 0.084 -0.926
C -2.019 -0.323 1.714 -1.663 0.443 0.323
O -3.010 -0.844 2.227 0.357 -0.319 -0.071
C -1.086 -1.168 0.825 -0.089 -0.356 -0.316
C -1.872 -2.291 0.045 -0.040 0.442 -0.421
C -1.049 -3.430 -0.498 0.046 -0.685 0.973
C -1.137 -4.765 -0.109 1.807 1.446 -1.133
N -0.102 -5.491 -0.705 0.023 1.623 -0.825
C 0.554 -4.575 -1.473 -0.658 -1.383 0.698
N 0.014 -3.330 -1.359 -0.584 -1.236 0.308
N -0.247 -0.445 -0.111 -0.373 0.584 0.010
C 0.682 0.479 0.140 0.967 0.496 1.597
O 0.972 0.785 1.310 0.202 0.104 -0.916
C 1.361 1.162 -1.086 -0.597 -0.094 -0.158
C 2.318 0.235 -1.847 -0.629 0.797 -0.574
S 1.347 -0.984 -2.725 0.051 -0.397 -1.153
N 2.051 2.386 -0.727 -0.991 -1.184 0.061
C 1.421 3.524 -0.471 -1.098 1.374 -0.744
C 2.269 4.713 -0.149 0.551 -0.305 0.286
O 0.207 3.684 -0.555 -0.053 -0.661 0.238
H -2.091 2.835 2.776 0.173 0.337 -0.168
H -2.649 1.543 3.763 -0.387 -0.478 0.574
H -3.572 2.003 2.263 0.321 -0.113 0.611
H -0.929 1.347 1.468 -0.530 0.030 0.692
H -0.455 -1.653 1.561 0.369 -0.317 0.156
H -2.602 -2.738 0.738 0.192 0.405 -0.321
H -2.418 -1.850 -0.827 0.152 0.098 0.824
H -1.818 -5.099 0.643 -0.156 -0.625 0.137
H 1.406 -4.839 -2.145 -0.934 0.530 0.802
H 0.323 -2.477 -1.853 0.511 0.058 0.149
H -0.354 -0.593 -1.086 -0.307 -0.508 -1.113
H 0.543 1.399 -1.785 0.310 0.149 0.221
H 3.011 -0.208 -1.152 0.563 -0.160 0.198
H 2.833 0.856 -2.627 -0.122 -0.421 0.882
H 3.032 2.337 -0.708 1.135 0.083 0.189
H 1.694 5.616 -0.263 -0.275 0.164 0.185
H 2.576 4.546 0.880 0.241 0.462 0.223
H 3.146 4.792 -0.780 0.294 -0.139 -0.059
```
Forces are in eV/Å.

The calculation puts the HOMO-LUMO gap at 7.18 eV. Its SMILES is CNC(=O)[C@@H](Cc1cnc[nH]1)NC(=O)[C@H](C[S-])NC(C)=O. For the energy above the lowest of the compared OMol25 structures with the same formula, charge and spin, the calculation gives 7.1 kcal per mole. As for the net charge: -1.


(2)
# C12H18N6O2Pd

A structure of composition C12H18N6O2Pd in a non-equilibrium geometry (wB97M-V/def2-TZVPD, OMol25).

Structure (XYZ):
```
39
Properties=species:S:1:pos:R:3:forces:R:3
Pd -0.325 -0.300 -0.598 0.291 0.453 0.697
C -3.167 -1.441 -1.097 -0.253 -0.118 0.104
O -1.963 -1.152 -1.832 0.319 0.860 0.480
C -1.483 -2.272 -2.589 0.372 -0.216 -0.062
C -0.201 -1.842 -3.243 -0.392 -0.021 -0.135
O 0.731 -1.487 -2.206 -0.223 0.420 1.084
C 1.873 -0.771 -2.723 0.277 0.159 -0.197
H -3.906 -1.887 -1.762 0.052 0.049 -0.071
H -3.552 -0.499 -0.719 0.015 -0.062 -0.010
H -2.965 -2.127 -0.272 0.062 0.016 -0.032
H -2.218 -2.540 -3.350 -0.046 0.035 0.033
H -1.320 -3.127 -1.927 -0.045 0.017 0.028
H -0.385 -0.973 -3.881 0.088 0.004 0.002
H 0.214 -2.654 -3.842 0.057 0.019 0.018
H 2.390 -1.391 -3.456 -0.047 -0.068 0.040
H 2.536 -0.567 -1.887 -0.033 -0.013 -0.073
H 1.561 0.161 -3.198 -0.067 -0.031 0.040
N 2.594 -1.702 0.328 -0.038 0.089 0.039
C 2.330 -0.624 1.068 -0.136 0.086 0.023
N 3.247 -0.166 1.886 0.343 -0.088 0.168
C 2.941 0.905 2.628 -0.180 -0.296 -0.330
N 3.858 1.413 3.422 0.071 0.066 0.074
N 1.715 1.499 2.607 -0.164 0.262 0.327
C 0.865 1.015 1.764 0.241 0.011 0.098
N 1.102 -0.030 0.941 -0.712 -0.149 -1.609
C -0.477 1.614 1.661 -0.036 0.182 0.169
C -0.997 2.443 2.635 0.009 0.070 -0.125
C -2.276 2.956 2.456 0.005 -0.033 -0.056
C -2.974 2.648 1.298 0.099 0.059 0.039
C -2.385 1.813 0.364 -0.125 0.120 -0.162
N -1.171 1.301 0.557 0.206 -1.627 -0.579
H 3.461 -2.191 0.484 0.041 0.020 0.016
H 1.879 -2.131 -0.230 -0.044 -0.171 -0.027
H 4.776 1.000 3.460 0.007 -0.035 -0.012
H 3.653 2.219 3.989 -0.049 0.008 -0.003
H -0.402 2.676 3.506 0.030 -0.019 -0.009
H -2.717 3.595 3.209 -0.005 0.001 -0.003
H -3.962 3.045 1.115 0.005 -0.005 -0.032
H -2.881 1.572 -0.567 0.009 -0.054 0.047
```
Forces are in eV/Å.

The calculation puts the HOMO-LUMO gap at 7.31 eV. For the energy above the lowest of the compared OMol25 structures with the same formula, charge and spin, the calculation gives 1.5 kcal per mole. As for the net charge: +2.


(3)
# C12H18N6O2PdS

A structure of composition C12H18N6O2PdS in a non-equilibrium geometry (wB97M-V/def2-TZVPD, OMol25).

Structure (XYZ):
```
40
Properties=species:S:1:pos:R:3:forces:R:3
Pd 1.640 0.406 0.217 0.805 0.200 0.871
C -3.619 -0.140 3.223 0.017 -0.034 -0.031
C -3.341 1.286 2.771 0.126 -0.031 0.082
N -1.925 1.641 2.837 -0.249 -0.346 0.163
C -1.039 1.225 1.908 0.016 -0.129 -0.487
S 0.650 1.480 2.386 -0.507 0.677 0.760
N -1.513 0.715 0.801 0.344 0.083 0.138
N -0.585 0.332 -0.140 0.265 0.229 0.349
C -1.049 -0.011 -1.274 0.013 -0.121 -0.801
C -2.522 -0.017 -1.561 0.069 -0.069 -0.139
C -0.036 -0.376 -2.344 -0.698 0.113 0.563
C -0.411 -0.843 -3.592 -0.091 -0.158 -0.350
C 0.573 -1.190 -4.511 -0.333 0.030 0.048
C 1.899 -1.045 -4.162 0.220 0.041 0.097
C 2.184 -0.541 -2.899 -0.058 0.014 -0.075
N 1.242 -0.219 -2.022 0.224 -0.028 -0.506
H -4.693 -0.331 3.236 0.016 -0.014 0.000
H -3.227 -0.314 4.227 -0.038 0.004 0.001
H -3.150 -0.852 2.543 0.002 0.009 0.024
H -3.881 2.000 3.391 0.004 0.033 0.019
H -3.660 1.421 1.740 -0.023 0.062 -0.012
H -1.529 1.855 3.738 -0.029 0.188 -0.033
H -3.057 -0.405 -0.697 -0.016 0.020 0.016
H -2.774 -0.615 -2.433 0.004 0.024 0.044
H -2.877 1.002 -1.731 0.008 -0.001 0.025
H -1.455 -0.938 -3.851 0.049 -0.052 -0.052
H 0.300 -1.569 -5.488 -0.026 0.020 0.023
H 2.696 -1.303 -4.846 -0.014 0.028 0.043
H 3.205 -0.377 -2.575 0.044 -0.016 0.006
N 2.546 -1.731 0.440 -0.301 0.248 -0.232
N 3.828 -1.560 0.984 0.182 -0.037 -0.165
C 4.191 -0.331 1.596 -0.005 -0.144 0.115
O 5.194 -0.358 2.294 -0.102 0.092 -0.068
O 3.435 0.662 1.329 -0.017 0.348 -0.199
H 1.950 -2.292 1.038 -0.044 -0.009 0.073
H 2.632 -2.193 -0.456 -0.097 -0.054 -0.068
H 4.255 -2.367 1.408 -0.021 -0.031 0.066
C 1.234 2.269 0.889 0.194 -1.456 0.001
H 2.220 2.683 1.064 -0.073 0.251 0.068
H 0.470 2.944 0.522 0.143 0.015 -0.376
```
Forces are in eV/Å.

The calculation puts the HOMO-LUMO gap (alpha / beta) at 6.69 / 6.69 eV.


(4)
# C12H18N6O2PdS

A structure of composition C12H18N6O2PdS in a non-equilibrium geometry (wB97M-V/def2-TZVPD, OMol25).

Structure (XYZ):
```
40
Properties=species:S:1:pos:R:3:forces:R:3
Pd -0.039 -0.432 0.099 0.329 -0.313 0.001
C 1.372 3.066 4.949 -0.093 -0.277 0.019
C 0.893 1.614 4.979 -0.097 0.399 0.171
N 1.561 0.773 4.014 -0.285 0.294 -0.343
C 1.196 0.690 2.718 2.350 -2.528 -0.334
S 2.058 -0.481 1.736 -0.826 0.529 0.282
N 0.272 1.484 2.266 -2.019 1.839 -0.676
N -0.233 1.300 1.053 1.837 -1.673 1.422
C -1.100 2.249 0.590 -1.468 1.603 -0.465
C -1.314 3.500 1.389 0.150 -0.150 -0.126
C -1.755 2.016 -0.627 0.097 -0.168 -0.124
C -2.650 2.940 -1.240 0.144 0.056 0.237
C -3.213 2.646 -2.449 0.102 -0.302 -0.175
C -2.909 1.428 -3.082 -0.158 0.342 0.151
C -2.048 0.556 -2.436 -0.050 -0.210 -0.026
N -1.501 0.825 -1.269 0.372 -0.214 0.577
H 0.959 3.615 5.792 -0.026 0.080 0.044
H 1.050 3.541 4.026 0.049 0.079 -0.071
H 2.458 3.102 5.004 0.082 0.075 0.028
H -0.177 1.575 4.759 0.080 -0.028 0.162
H 1.063 1.180 5.966 -0.069 -0.003 -0.079
H 2.423 0.315 4.262 -0.125 -0.156 -0.033
H -0.517 3.597 2.122 -0.113 0.089 -0.048
H -2.263 3.460 1.924 -0.078 0.035 0.040
H -1.318 4.376 0.743 -0.048 0.035 -0.007
H -2.874 3.868 -0.742 -0.054 0.129 0.041
H -3.887 3.342 -2.924 -0.068 0.088 0.009
H -3.354 1.167 -4.027 0.005 -0.063 -0.115
H -1.802 -0.408 -2.867 0.040 0.042 0.001
N 1.577 0.085 -1.607 -0.150 -0.292 -0.017
N 1.059 -0.808 -2.589 0.147 0.073 -0.298
C 0.515 -2.079 -2.177 0.676 0.684 -0.887
O 0.469 -2.933 -3.036 -0.071 -0.313 -0.265
O 0.119 -2.163 -0.979 -0.548 -0.011 1.314
H 1.554 1.037 -1.980 -0.136 -0.391 0.197
H 2.550 -0.142 -1.361 -0.517 0.106 0.026
H 1.626 -0.922 -3.425 -0.072 0.016 0.274
C -1.262 -1.269 1.461 0.371 0.154 -0.503
H -1.579 -2.284 1.235 0.122 0.134 -0.206
H -1.253 -0.970 2.506 0.117 0.213 -0.199
```
Forces are in eV/Å.

The calculation puts the HOMO-LUMO gap (alpha / beta) at 6.61 / 5.75 eV. As for the spin multiplicity: 5. For the energy above the lowest of the compared OMol25 structures with the same formula, charge and spin, the calculation gives 24.1 kcal per mole.


(5)
# C12H18NO

The ion C12H18NO with charge +1 in a non-equilibrium geometry (wB97M-V/def2-TZVPD, OMol25).

Structure (XYZ):
```
32
Properties=species:S:1:pos:R:3:forces:R:3
C 1.797 2.591 -2.601 2.423 1.901 0.248
C 1.218 1.895 -3.608 0.483 -1.985 -3.655
C 1.660 2.182 -1.323 -1.529 -0.976 3.790
C 0.460 0.788 -3.336 -1.285 0.245 0.542
C 0.744 1.182 -0.941 -0.815 -0.569 0.950
C 0.074 0.509 -1.976 1.264 0.694 -1.930
C 0.265 0.777 0.509 -1.827 0.242 -1.016
C -1.049 -0.265 -1.795 -1.266 -1.510 -0.206
C 0.242 -0.303 3.211 -1.835 0.341 -1.490
C -1.941 -0.759 1.862 3.068 -1.393 0.606
C -0.153 -2.605 1.991 -1.196 0.524 2.379
C -0.381 -1.090 2.001 -0.928 0.789 -0.721
N 0.341 -0.659 0.753 -2.557 1.208 -0.392
O -1.746 -0.816 -2.745 0.504 -0.302 0.490
H 2.529 3.412 -2.788 -0.891 -0.630 -0.088
H 1.557 1.983 -4.687 -0.675 0.539 1.478
H 2.079 2.639 -0.427 0.519 0.451 -0.670
H -0.001 0.229 -4.164 0.538 0.358 0.284
H 0.714 1.367 1.329 -0.215 0.251 -0.890
H -0.920 0.909 0.508 2.607 0.680 0.112
H -1.501 -0.540 -0.863 0.032 0.566 0.647
H 0.913 -0.984 3.564 2.336 -1.391 1.388
H 0.754 0.589 2.818 -0.289 -0.406 0.830
H -0.445 -0.069 4.032 0.005 0.100 -0.414
H -2.338 -1.123 0.976 -0.608 -0.749 -2.007
H -2.105 0.254 1.928 -0.460 2.425 0.243
H -2.518 -1.227 2.609 -0.351 -0.619 1.254
H 0.832 -2.858 1.754 1.900 -0.160 -0.178
H -0.358 -3.037 3.003 -0.037 0.227 -0.866
H -0.730 -3.102 1.248 -0.881 -0.265 -0.503
H 1.252 -0.985 0.726 2.148 -0.827 0.203
H -1.245 -0.886 -3.568 -0.182 0.243 -0.418
```
Forces are in eV/Å.

The calculation puts the HOMO-LUMO gap at 6.84 eV. For the energy above the lowest of the compared OMol25 structures with the same formula, charge and spin, the calculation gives 51.7 kcal per mole. As for the net charge: +1.


(6)
# C12H18O

An isolated molecule of C12H18O in a non-equilibrium geometry (wB97M-V/def2-TZVPD, OMol25).

Structure (XYZ):
```
31
Properties=species:S:1:pos:R:3:forces:R:3
C -0.002 3.039 -1.227 0.094 -0.194 1.525
C -0.372 1.662 -0.694 -0.539 -0.370 1.598
C -0.408 1.130 0.593 0.950 1.698 -1.462
C -0.119 1.916 1.830 0.333 -1.640 0.868
C -0.496 -0.339 0.682 -0.144 -0.477 -2.576
C -1.787 -0.894 1.272 0.083 0.743 -2.656
C 0.883 -1.015 0.193 -1.957 1.897 0.589
C 2.106 -0.157 0.018 1.355 -1.434 -0.460
C 1.083 -2.389 0.721 0.342 -1.405 0.452
C -0.289 -0.734 -0.782 -0.960 -0.523 -0.060
C -0.986 -1.824 -1.517 0.745 -1.772 -0.767
C -0.428 0.533 -1.638 3.336 -0.557 1.438
O -0.158 0.543 -2.815 -0.854 0.400 -0.646
H 0.180 3.781 -0.397 -0.129 -0.776 -0.871
H 0.924 2.902 -1.808 -0.393 0.296 0.021
H -0.801 3.427 -1.851 0.088 0.043 -0.244
H -0.141 2.923 1.531 -0.104 1.559 0.234
H 0.960 1.693 2.231 -2.140 0.129 -0.451
H -0.953 1.676 2.574 1.449 0.468 -0.558
H -2.602 -0.175 1.063 0.451 -0.195 0.215
H -1.766 -1.124 2.248 0.131 -0.407 3.848
H -2.107 -1.810 0.806 0.108 -0.446 -0.523
H 2.991 -0.664 0.425 -0.225 -0.158 -0.018
H 2.316 -0.048 -1.044 0.008 0.118 -0.166
H 2.168 0.798 0.450 -0.556 1.361 0.622
H 1.206 -2.486 1.851 -0.055 0.535 -1.442
H 1.933 -2.936 0.243 -0.571 0.524 0.290
H 0.176 -2.920 0.456 -0.013 -0.552 0.285
H -0.561 -1.967 -2.515 0.339 0.515 -0.017
H -2.010 -1.695 -1.741 -1.362 0.757 0.137
H -0.940 -2.845 -1.160 0.187 -0.142 0.796
```
Forces are in eV/Å.

The calculation puts the HOMO-LUMO gap at 9.33 eV. Its SMILES is CC1=C(C)[C@]2(C)C(C)(C)[C@]2(C)C1=O. For the energy above the lowest of the compared OMol25 structures with the same formula, charge and spin, the calculation gives 56.3 kcal per mole.


| no. | calculated total energy (Ha) |
| --- | --- |
| 1 | -1365.89135 |
| 2 | -1074.45351 |
| 3 | -1473.10015 |
| 4 | -1472.97092 |
| 5 | -597.71157 |
| 6 | -543.20105 |